Density functional theory data (the ωB97M-V functional and the def2-TZVPD basis) for a single CH2N2S4 molecule in a non-equilibrium geometry.

Last column: Löwdin charge in e.
Atoms and positions in Å:
C1 0.496 -0.607 0.472  -0.61
N1 1.138 0.485 0.671  -0.12
N2 0.974 1.693 0.391  -0.46
S1 -1.930 2.161 1.125  0.08
S2 -0.206 2.717 0.530  0.41
S3 -0.821 -2.317 -1.711  0.38
S4 -0.942 -0.663 -0.355  0.49
H1 0.898 -1.519 0.842  0.07
H2 0.391 -1.950 -1.965  -0.24

Computed properties:
Charge: 0
Relative energy (zero: lowest compared OMol25 entry of this formula, charge and spin): 131.8 kJ/mol
Kohn-Sham gap (spin up / spin down): 7.2 / 7.2 eV